Entry 1:
The following is a quantum chemistry calculation of a 4-piece molecular cluster, C24H65BBr2F3N9O4P4 overall, from the OMol25 dataset.

```
112
Properties=species:S:1:pos:R:3:forces:R:3
C -7.052850 5.058764 -3.428116 0.8 0.5 -0.3
C -5.839270 5.524199 -4.309164 0.3 -0.5 0.0
B -4.559359 4.766742 -3.792155 -0.9 0.1 0.1
C -3.757102 5.317194 -2.555751 -0.1 0.0 -0.2
C -4.220573 4.874573 -1.143463 0.3 0.0 -0.3
C -3.670696 3.511987 -0.670830 0.3 0.7 0.2
F -2.853911 2.964263 -1.598516 -0.4 -0.4 -0.1
Br -2.537085 3.819571 0.916265 -0.1 -0.1 -0.1
C -4.753632 2.503859 -0.229593 0.4 -0.1 0.7
F -5.593895 3.120130 0.621728 0.0 0.0 -0.2
F -4.190182 1.485953 0.446402 -0.2 -0.1 -0.3
Br -5.762269 1.763959 -1.695505 0.0 0.1 0.0
P -3.995815 3.181073 -4.776492 1.2 -0.1 0.5
O -2.531316 2.954966 -4.627253 0.4 0.1 -0.2
H -6.739471 4.222482 -2.809032 -0.4 -0.2 0.2
H -7.886344 4.779210 -4.061657 -0.1 -0.2 0.1
H -7.365912 5.881786 -2.793273 -0.1 -0.1 0.2
H -6.044593 5.257801 -5.344659 0.0 0.3 -0.1
H -5.663964 6.595206 -4.224754 -0.3 0.1 -0.1
H -3.902194 6.400116 -2.567022 0.0 0.1 0.0
H -2.685100 5.165760 -2.682065 0.1 -0.3 0.1
H -5.304380 4.904745 -1.055361 -0.1 -0.1 0.0
H -3.823272 5.616975 -0.463178 -0.2 0.1 0.2
H -4.371453 3.415512 -6.123909 -0.4 -0.2 0.1
H -4.683734 2.024032 -4.348378 -0.6 0.2 -0.4
C -0.882409 -1.143909 -3.604476 0.0 -0.2 -0.6
N 0.165004 -0.234628 -3.192391 0.1 0.3 0.1
C -0.380789 1.121792 -3.095116 0.4 0.3 0.2
P 1.780613 -0.323964 -3.741077 -2.0 -4.7 3.2
O 2.491822 0.452957 -2.667651 0.5 1.9 -2.7
N 2.415046 -1.907645 -3.385274 -0.4 -0.3 -0.1
C 1.741383 -2.740536 -2.397201 -0.3 0.0 0.0
C 3.851045 -1.899078 -3.127880 0.1 0.2 -0.2
N 1.384073 -0.776559 -5.400877 1.6 2.2 -0.4
C 1.908912 -1.989451 -6.024413 0.1 -0.3 0.1
C 1.612959 0.362888 -6.319464 -0.4 0.2 0.1
H -1.302720 -0.890693 -4.587837 0.0 0.0 0.0
H -1.695222 -1.103881 -2.874032 0.1 0.1 0.1
H -0.547717 -2.176883 -3.642879 0.1 0.1 -0.1
H -0.654564 1.525905 -4.074810 -0.2 0.0 0.1
H 0.345169 1.796485 -2.641092 0.1 -0.1 0.0
H -1.269181 1.133661 -2.462458 0.0 -0.1 -0.1
H 1.501907 -2.201895 -1.472904 0.0 -0.1 0.0
H 2.370832 -3.592508 -2.138365 0.2 0.1 0.0
H 0.824533 -3.172385 -2.803627 0.0 0.1 0.1
H 4.091778 -1.580923 -2.109592 0.0 0.0 0.0
H 4.365562 -1.226209 -3.819506 0.0 0.0 0.0
H 4.259560 -2.900854 -3.285961 -0.1 0.0 0.0
H 3.001082 -2.025373 -6.053668 0.0 -0.1 0.0
H 1.540051 -2.034514 -7.053609 0.0 0.3 0.0
H 1.537089 -2.877791 -5.523503 0.1 0.1 0.2
H 2.679432 0.566601 -6.462062 0.0 0.0 -0.1
H 1.147671 1.268488 -5.918540 0.0 0.0 0.0
H 1.160374 0.171615 -7.292680 0.0 -0.1 0.0
C 4.322970 -1.346416 4.463694 0.4 0.4 0.2
N 4.217391 -2.016591 3.187337 0.1 -0.3 -0.2
C 4.594466 -3.418383 3.341353 -0.1 -0.2 -0.4
P 4.672798 -1.331154 1.683145 -4.6 2.8 2.6
O 3.890975 -2.201561 0.736232 3.1 -0.9 -0.8
N 3.825735 0.161914 1.422921 0.1 0.3 0.4
C 2.639016 0.469187 2.198681 0.0 -0.2 0.5
C 3.554850 0.406559 0.007137 0.1 -0.2 -0.1
N 6.103889 -0.494880 2.284988 1.1 -1.5 -2.0
C 6.290182 0.945444 2.118179 -0.2 0.3 -0.1
C 7.337510 -1.183458 1.839257 -0.1 -0.3 0.4
H 5.343137 -1.366783 4.872918 0.0 0.0 0.0
H 3.666380 -1.840641 5.184173 0.0 -0.1 -0.1
H 4.005382 -0.307904 4.427650 0.1 0.0 -0.2
H 5.665497 -3.531337 3.567848 0.0 0.0 0.1
H 4.378751 -3.976591 2.430838 0.0 0.1 0.0
H 4.022995 -3.881171 4.148378 0.0 0.1 0.1
H 1.938996 -0.376184 2.259639 -0.1 0.1 0.0
H 2.113526 1.322066 1.766701 0.1 -0.1 -0.2
H 2.895234 0.784214 3.212287 -0.1 -0.2 0.0
H 2.686493 -0.158670 -0.338901 0.1 0.0 -0.1
H 4.403949 0.126011 -0.618392 0.0 0.0 0.0
H 3.368557 1.467865 -0.166465 0.0 0.0 0.1
H 6.283107 1.265569 1.073456 0.0 0.1 0.0
H 7.256870 1.219184 2.551654 0.1 -0.3 0.0
H 5.536666 1.501961 2.666125 -0.1 -0.1 -0.1
H 7.516412 -1.050869 0.767364 0.1 0.1 0.0
H 7.261853 -2.257235 2.036703 0.0 0.0 0.0
H 8.205325 -0.814992 2.386699 0.0 0.1 0.0
C -4.177275 -1.814930 4.664655 -0.1 -0.2 -0.5
N -3.046190 -0.919579 4.787557 0.1 0.3 -0.2
C -3.502367 0.463843 4.687286 0.3 0.3 0.1
P -1.504456 -1.208434 4.085226 -1.6 -4.2 4.5
O -0.650154 -0.356469 4.987722 0.4 1.9 -3.0
N -0.878013 -2.741153 4.641961 -0.3 -0.6 0.0
C -1.459837 -3.363494 5.819560 -0.3 0.1 0.0
C 0.579422 -2.742454 4.751691 0.0 0.2 -0.2
N -2.136973 -1.950149 2.613346 1.6 2.0 -1.2
C -1.747071 -3.292867 2.184418 0.2 -0.3 0.1
C -1.983302 -1.029762 1.458473 -0.4 0.3 0.1
H -4.698444 -1.713336 3.702234 0.0 0.0 0.0
H -4.895021 -1.592749 5.458234 0.1 0.1 0.0
H -3.897282 -2.857963 4.780486 0.1 0.0 -0.1
H -3.870645 0.701134 3.677641 -0.1 0.0 0.1
H -2.692394 1.153117 4.924068 0.1 -0.1 0.0
H -4.307651 0.653646 5.399391 0.0 -0.1 0.0
H -1.586211 -2.662377 6.654892 0.0 -0.1 0.0
H -0.827099 -4.186801 6.155345 0.2 0.1 -0.1
H -2.425543 -3.819827 5.593147 0.0 0.1 0.1
H 0.927279 -2.260284 5.672446 0.0 0.1 0.0
H 1.037370 -2.218676 3.908778 0.0 0.0 0.0
H 0.953599 -3.769990 4.732278 -0.1 0.0 0.0
H -0.671553 -3.403173 2.028220 0.0 -0.1 0.0
H -2.251876 -3.510514 1.238386 0.0 0.3 0.0
H -2.083198 -4.042258 2.894297 0.1 0.1 0.1
H -0.938291 -0.930626 1.149271 0.0 -0.1 -0.1
H -2.352367 -0.032462 1.719206 0.0 0.0 0.0
H -2.568292 -1.378143 0.606866 0.0 -0.1 0.0
```
Positions in Å, forces in eV/Å.

Results
Total energy   -233609.21490 eV
E_LUMO   -0.6 eV

Entry 2:
The following is a quantum chemistry calculation of a 8-piece molecular cluster, C24H65ClN3O17 overall, from the OMol25 dataset.

```
110
Properties=species:S:1:pos:R:3:forces:R:3
Cl 0.541533 0.188220 1.119730 -2.6 -0.5 3.9
O -0.463967 -0.782550 0.887670 -0.3 -3.2 -1.6
O 1.633363 -0.343220 1.907580 -0.3 0.4 0.2
O 1.077293 0.684250 -0.060350 1.3 1.8 -3.3
O -0.305027 1.155270 1.803630 1.9 1.9 0.6
C 1.418813 5.476880 2.159000 -0.6 -0.5 -0.6
O 2.694703 4.937950 2.087060 2.2 -1.3 0.1
C 3.414563 4.866120 0.837200 -1.0 2.8 0.6
C 4.767213 4.204520 0.757610 -0.8 -1.2 0.4
N 4.786873 2.842250 1.329710 -0.6 0.2 -0.5
C 5.649893 1.898300 0.679230 -0.4 -1.7 -1.1
C 5.019063 1.307720 -0.655750 2.2 1.6 -0.4
O 5.185493 2.304700 -1.674280 -0.9 0.8 -0.3
C 4.524453 2.047190 -2.914420 0.0 -0.1 0.8
H 1.129423 5.547050 3.207540 0.3 0.3 0.0
H 0.693033 4.782480 1.735740 -0.2 0.0 -0.4
H 1.355293 6.434630 1.642490 -0.1 0.3 0.1
H 3.652153 5.896660 0.573320 0.3 0.7 0.2
H 2.781593 4.718580 -0.037830 -0.5 -1.5 0.2
H 5.614213 4.705370 1.226480 -0.3 0.6 0.0
H 4.838683 4.276290 -0.327670 0.9 -0.5 -0.2
H 3.886133 2.390340 1.262380 -0.7 0.5 0.2
H 5.701613 0.974130 1.254860 0.1 0.1 0.7
H 6.661743 2.301220 0.635540 0.0 -0.1 -0.6
H 3.988813 1.015160 -0.453050 -0.2 0.1 -0.2
H 5.605253 0.505760 -1.104450 -0.1 -0.9 0.9
H 3.665563 1.402850 -2.726740 -0.1 -0.1 -0.2
H 5.195293 1.576770 -3.633290 0.1 -0.2 0.0
H 4.165283 2.987060 -3.333640 0.1 0.1 0.1
C -1.458377 -6.802890 -5.706260 0.4 0.5 0.7
O -0.912757 -5.483080 -5.595300 -0.5 -0.8 0.0
C -1.888357 -4.485160 -5.946380 -0.2 -0.6 -1.0
C -2.159897 -3.560920 -4.804130 -0.3 0.1 -0.2
N -0.905087 -3.106560 -4.309580 -0.4 -0.1 1.6
C -1.094117 -2.421930 -3.026890 2.6 1.8 2.2
C -0.792597 -3.238610 -1.713090 0.4 -1.0 -3.0
O -1.770457 -4.249370 -1.685380 -2.1 -0.4 2.6
C -2.815377 -3.882200 -0.738940 0.5 0.0 0.4
H -0.682327 -7.558360 -5.583320 0.3 0.3 -0.1
H -1.927797 -6.957610 -6.677750 -0.2 0.0 0.0
H -2.131097 -6.935260 -4.858890 -0.5 -0.3 -0.2
H -2.861597 -4.921190 -6.171740 0.0 -0.5 -0.4
H -1.457507 -4.100540 -6.870790 -0.4 0.9 0.1
H -2.712487 -4.138290 -4.062920 -0.1 -0.2 0.3
H -2.791137 -2.697200 -5.013010 -0.1 -0.1 -0.6
H -0.494277 -3.994080 -4.057260 0.9 -0.1 -0.1
H -1.960067 -1.775050 -2.886240 -0.5 -0.4 -0.5
H -0.273267 -1.706200 -2.981750 0.1 0.6 -0.1
H -0.511977 -2.750620 -0.779690 -0.9 0.6 0.0
H 0.105493 -3.809420 -1.949130 0.5 0.0 -0.2
H -2.421247 -3.541040 0.218330 0.7 0.3 -0.1
H -3.436097 -4.699400 -0.371570 0.0 -0.5 -1.0
H -3.437857 -3.056010 -1.082510 -0.1 -0.1 -0.4
C -3.310897 2.963050 -2.157970 0.2 -2.1 0.7
C -2.823307 1.983830 -1.049750 0.7 1.3 0.7
O -2.235257 0.763390 -1.397400 1.2 -0.6 -1.7
O -4.672977 2.765310 -2.304900 -2.2 0.9 -0.7
H -2.788877 2.858240 -3.109080 0.3 -0.4 0.0
H -3.144287 3.994640 -1.847860 -0.2 -0.1 0.2
H -3.540807 1.541870 -0.358400 -1.3 1.9 0.2
H -2.123957 2.655260 -0.551560 0.3 -0.6 0.7
H -1.903387 0.425300 -0.562440 0.5 -0.5 0.1
H -4.912337 1.900710 -2.646620 0.5 -0.1 0.0
C 2.565693 -4.251140 3.254130 1.1 0.0 0.2
C 3.436043 -3.069050 3.743060 -1.3 2.1 0.4
O 2.744773 -2.106330 4.575060 -0.2 -0.9 0.5
O 2.010273 -5.105850 4.259970 0.2 0.4 -0.1
H 3.304983 -4.816560 2.686820 -0.1 -0.3 -0.4
H 1.753643 -3.996760 2.572980 0.1 0.5 0.3
H 3.728553 -2.379880 2.950860 0.3 -1.1 -1.0
H 4.351223 -3.340040 4.269470 -0.1 -0.7 0.1
H 2.822123 -1.241940 4.164650 -0.2 0.0 0.0
H 2.658323 -5.789240 4.445980 0.0 0.1 0.1
C 3.485723 2.817850 4.624520 -0.3 -0.4 1.2
C 2.720053 1.540780 5.196860 0.3 2.1 -1.7
O 3.533313 0.792550 6.098020 -0.8 0.7 -0.8
O 4.773333 2.484800 4.060980 -1.3 0.1 1.4
H 3.548603 3.562660 5.417880 0.8 -0.2 0.7
H 2.930433 3.454610 3.935830 -0.5 -0.9 -0.7
H 2.382673 1.024090 4.298360 0.3 -0.9 0.0
H 1.776103 1.916480 5.591710 0.2 -0.2 0.9
H 4.344383 0.776080 5.584690 0.6 -0.3 0.2
H 4.668723 2.849560 3.179160 0.8 -0.2 -1.0
C -0.190767 3.455020 -3.782040 -0.2 1.6 0.6
C 0.701153 3.420530 -2.539020 -1.4 0.5 1.1
O -0.103727 3.342200 -1.312500 1.0 -0.6 -1.3
O 0.579623 4.085820 -4.789020 0.2 -0.3 -1.0
H -0.991187 4.171940 -3.599140 -0.1 0.1 0.3
H -0.743817 2.573790 -4.107080 0.7 -0.5 0.1
H 1.154733 4.399930 -2.386900 0.3 0.0 -0.8
H 1.488993 2.677860 -2.664950 -0.1 -0.3 0.5
H 0.115783 2.491560 -0.925420 -0.1 -0.4 0.5
H 1.019963 3.416540 -5.317950 0.1 0.0 0.0
C -5.156087 0.291680 2.802640 -1.1 -1.4 0.0
C -4.650197 -1.133770 2.490930 -0.2 1.3 0.3
C -5.571757 -1.911540 1.535580 -0.6 0.4 0.1
O -6.952417 -1.872390 1.878150 -1.5 -0.7 1.5
C -7.448627 -2.516890 3.097630 1.2 -0.4 -0.7
N -3.434067 -0.860000 1.848590 2.8 -1.5 -2.0
H -5.978547 0.206340 3.512840 -0.3 0.8 -0.1
H -5.453617 0.609300 1.803300 -0.6 0.6 0.2
H -4.339217 0.947300 3.104310 -0.2 -0.3 0.4
H -4.470487 -1.751170 3.371050 0.1 0.1 0.2
H -5.258347 -2.930700 1.309340 0.3 -0.2 0.5
H -5.601897 -1.425010 0.560650 0.3 0.3 -0.1
H -6.993427 -2.118350 4.004310 -0.2 0.5 0.0
H -7.241187 -3.584280 3.173360 0.7 -0.3 -0.6
H -8.535337 -2.566030 3.166460 0.0 1.1 -0.4
H -3.473417 -0.359970 0.971930 -0.5 -0.1 0.0
H -2.643057 -0.464980 2.336810 -0.2 -0.3 0.5
```
Positions in Å, forces in eV/Å.

Results
Total energy   -77727.33376 eV
Net charge   -1
E_LUMO   2.3 eV